[1]
150
Properties=species:S:1:pos:R:3:forces:R:3:mulliken_charge:R:1 method="wB97M-V/def2-TZVPD" energy_ev=-161183.4995 homo_energy_ev=-3.96 total_charge=-1 e_lumo_ev=-0.748
N 2.40794 -19.39249 -3.61309 0.27 0.11 0.74 -0.381
H 2.69214 -18.57334 -4.13109 0.18 0.61 -0.73 0.184
H 2.43042 -20.23326 -4.17228 -0.05 -0.79 -0.60 0.400
H 1.51459 -19.25445 -3.16257 -0.45 -0.01 -0.15 0.390
H 3.07228 -19.51269 -2.86189 0.67 -0.19 0.41 0.345
C -1.04633 -18.16739 -7.41406 -1.27 0.27 1.18 -0.863
N -2.55852 -17.83323 -7.33389 0.07 0.72 -1.50 -0.020
C -2.67889 -16.28093 -7.21023 0.52 -1.04 -0.10 -0.942
C -3.21889 -18.28516 -8.64576 0.74 1.39 0.71 -0.929
C -3.35478 -18.36505 -6.14849 1.30 -0.18 -1.18 -0.274
C -3.27049 -19.85246 -5.89260 -1.28 -0.63 0.55 -0.810
O -2.03817 -20.28278 -5.46252 1.81 -0.18 -0.14 -0.464
H -0.51153 -17.40065 -7.97460 -0.33 -0.21 -0.38 0.501
H -0.94920 -19.18445 -7.79389 0.23 0.25 0.15 0.314
H -0.72033 -18.05877 -6.37965 0.31 -0.40 -0.12 0.286
H -2.09381 -15.98716 -6.33875 -0.08 -0.07 0.02 0.386
H -3.72145 -15.99659 -7.06771 0.12 -0.09 -0.22 0.363
H -2.21556 -15.81317 -8.07893 -0.28 -0.10 -0.06 0.431
H -3.14205 -19.36213 -8.79526 -0.06 0.20 0.22 0.362
H -2.65959 -17.72979 -9.39864 -0.15 -0.35 -0.29 0.424
H -4.23414 -17.88900 -8.62512 -0.05 -0.38 -0.11 0.383
H -4.35673 -18.04658 -6.43622 -0.10 0.08 0.89 0.367
H -2.83342 -17.83744 -5.34980 -0.89 0.06 0.56 0.398
H -3.59631 -20.53466 -6.67780 0.24 0.45 -0.59 0.360
H -3.96568 -20.13450 -5.10187 -0.66 0.62 0.12 0.404
H -1.84162 -19.90046 -4.60414 -0.03 -0.12 0.16 0.304
C 5.43290 -18.54739 -7.24821 -0.99 2.40 0.92 0.546
F 6.09404 -18.74309 -8.35309 1.07 -0.22 -0.35 -0.189
F 4.60817 -19.55319 -7.08254 -0.49 -0.79 0.56 -0.218
F 6.22404 -18.40756 -6.15784 -0.08 -0.55 -0.87 -0.227
S 4.47619 -16.90634 -7.51090 1.01 -0.96 -1.16 0.923
O 5.54956 -15.96756 -7.89490 -2.03 -1.52 1.08 -0.554
O 3.52455 -17.30220 -8.55403 0.57 0.62 1.59 -0.633
N 3.77351 -16.69365 -5.93944 0.89 -0.08 -2.38 -0.204
S 3.75908 -15.09626 -5.86112 0.65 2.87 -0.64 0.781
O 5.05546 -14.51118 -5.43078 -2.86 -0.96 -0.10 -0.565
O 3.14114 -14.48029 -7.07564 0.69 -1.15 2.86 -0.592
C 2.51711 -14.86488 -4.32655 2.97 -1.28 -2.59 0.498
F 2.41452 -13.62613 -4.11585 -0.31 3.36 0.62 -0.171
F 1.32275 -15.35152 -4.52428 -1.38 -1.23 -0.11 -0.186
F 3.10087 -15.42574 -3.27675 -0.07 -0.92 0.93 -0.223
C -5.26034 -8.95935 -8.79126 1.15 0.75 0.23 0.645
F -5.01447 -7.69310 -8.38930 0.03 -0.67 -0.37 -0.232
F -6.02725 -9.51767 -7.88552 -1.04 -0.40 0.30 -0.214
F -5.88318 -8.88123 -9.98502 0.41 -0.49 0.92 -0.210
S -3.63752 -9.97003 -8.89109 0.39 0.33 -1.00 0.942
O -3.90860 -11.41417 -8.75133 -0.20 2.26 0.02 -0.613
O -3.19109 -9.49486 -10.21492 -0.73 -0.94 2.12 -0.615
N -2.75894 -9.35361 -7.48990 -1.83 -1.35 -2.96 -0.382
S -1.29745 -9.80143 -7.92941 2.56 0.32 -0.05 0.960
O -1.02096 -11.22770 -7.79539 -0.08 0.94 -0.11 -0.597
O -0.83994 -9.12314 -9.14374 0.25 -0.87 1.86 -0.621
C -0.36277 -9.01653 -6.42248 -0.56 -0.62 -0.84 0.585
F -1.00299 -9.39674 -5.29711 0.87 -0.22 -0.14 -0.215
F 0.97140 -9.34226 -6.36851 -1.82 0.29 0.08 -0.212
F -0.49504 -7.70407 -6.50293 0.51 0.42 0.02 -0.222
C 4.62028 -25.48921 -5.55513 0.64 -0.71 -1.64 -0.881
C 4.14076 -24.49442 -4.55816 -1.56 1.22 0.30 -0.152
O 2.90909 -23.89525 -4.75914 0.32 -0.01 -0.23 -0.913
H 5.05822 -25.09855 -6.47367 -0.07 0.73 -0.21 0.130
H 3.84225 -26.14457 -5.94665 -0.18 -0.33 0.52 0.329
H 5.46110 -26.03789 -5.13079 -0.08 -0.53 0.21 0.276
H 4.91739 -23.73256 -4.49107 0.73 0.34 0.28 0.105
H 4.15959 -25.05872 -3.62580 0.04 -0.13 0.87 0.173
C -4.83091 -11.42657 -1.69725 -0.23 3.13 0.98 0.094
O -4.96791 -10.24684 -2.03215 -0.04 -1.31 0.36 -0.601
N -4.68106 -12.44198 -2.51053 0.46 -1.33 -1.15 0.163
C -4.32131 -13.75915 -2.01987 0.20 0.25 -0.74 -0.931
C -4.66274 -12.24847 -3.94069 -0.34 0.07 -1.06 -1.045
H -4.81285 -11.70809 -0.63300 0.04 -0.08 0.09 0.361
H -5.20676 -14.39190 -2.08066 0.21 -0.38 0.42 0.287
H -3.81222 -13.73408 -1.05638 -0.64 0.11 0.25 0.373
H -3.55065 -14.14372 -2.68793 -0.08 -0.23 -0.22 0.266
H -5.34766 -12.90839 -4.47313 -0.14 -0.51 0.33 0.323
H -5.01888 -11.26891 -4.25961 0.39 0.17 0.59 0.354
H -3.67978 -12.43072 -4.37506 0.19 0.17 0.14 0.353
C 9.67110 -14.48693 -11.32343 -0.13 -1.58 -2.32 0.251
O 9.54348 -14.82974 -12.50672 -0.17 0.85 1.21 -0.630
N 10.85275 -14.59096 -10.69900 0.94 0.66 0.96 0.101
C 11.02836 -14.28683 -9.30365 0.15 -0.01 0.96 -0.923
C 12.13819 -14.84747 -11.34801 -0.56 -0.59 -0.50 -0.959
H 8.80034 -14.21648 -10.70632 0.30 0.21 0.13 0.287
H 10.14612 -13.91886 -8.77990 -0.14 0.31 -0.54 0.324
H 11.86839 -13.60371 -9.17788 -0.21 0.43 0.00 0.283
H 11.31958 -15.14303 -8.69520 0.06 -0.55 -0.29 0.312
H 12.85924 -14.06572 -11.10913 -0.09 0.07 0.09 0.314
H 12.51628 -15.80713 -10.99556 0.19 -0.01 0.16 0.331
H 12.05986 -14.94322 -12.43097 -0.38 0.21 0.13 0.307
C 8.44570 -18.85529 -0.75958 -0.23 -0.84 -0.01 -1.001
C 7.10806 -18.29999 -1.12472 0.08 0.59 -0.68 0.745
O 6.05427 -18.89089 -0.95878 0.71 0.61 -0.09 -0.607
C 7.20382 -16.94341 -1.86122 -1.90 -1.13 0.27 -0.856
H 9.26214 -18.43891 -1.34962 -0.08 0.43 0.44 0.315
H 8.49139 -19.93030 -0.93378 -0.25 -0.09 0.29 0.334
H 8.48149 -18.65902 0.31201 0.71 -0.02 0.09 0.278
H 7.62462 -17.25554 -2.81705 0.29 0.57 -0.14 0.308
H 7.67700 -16.07814 -1.39699 0.45 -0.51 0.06 0.370
H 6.15277 -16.70181 -2.01944 0.04 0.40 -0.33 0.123
C 12.15671 -24.17918 -4.62422 0.91 -0.33 0.08 -1.018
C 10.79432 -23.66970 -4.32974 -1.34 1.03 0.99 0.797
O 10.58182 -23.19623 -3.20809 -0.10 -0.78 -2.04 -0.559
C 9.73399 -23.70248 -5.45731 0.45 0.82 -0.24 -1.072
H 12.50807 -24.02756 -5.64484 -0.13 0.35 0.03 0.323
H 12.26854 -25.25237 -4.46976 -0.38 -0.16 0.16 0.273
H 12.78892 -23.69774 -3.87815 0.30 -0.05 -0.28 0.322
H 9.27282 -24.68273 -5.57793 -0.15 0.10 0.28 0.281
H 10.13581 -23.43432 -6.43440 0.91 -0.56 -0.07 0.327
H 9.01908 -22.88001 -5.43403 -0.48 -0.41 1.11 0.325
C 4.15457 -14.35783 2.03943 -0.16 -0.40 -0.51 -0.970
C 4.29583 -15.80619 2.45350 2.68 -1.28 1.26 0.817
O 5.29025 -16.18215 3.11358 -2.70 0.77 -1.66 -0.570
C 3.17157 -16.77897 2.02560 0.83 0.73 0.67 -0.972
H 3.87840 -14.33803 0.98518 -0.27 0.06 -0.09 0.240
H 5.07250 -13.77458 2.11235 -0.08 -0.25 0.48 0.298
H 3.33315 -13.92212 2.60821 0.05 0.22 0.01 0.299
H 2.28210 -16.35902 2.49528 -0.36 -0.20 -0.24 0.352
H 3.34991 -17.78748 2.39867 0.11 0.19 0.03 0.279
H 3.06729 -16.80076 0.94082 -0.08 0.16 0.03 0.232
C 8.03184 -10.42815 -5.44146 0.58 0.43 0.14 -0.968
C 9.48520 -10.86675 -5.09355 -1.64 0.65 -0.38 0.778
O 10.44989 -10.30909 -5.56925 -0.33 -0.51 0.52 -0.554
C 9.54143 -12.09903 -4.22432 1.00 -0.44 0.29 -1.071
H 7.29632 -10.71535 -4.69005 0.11 -0.48 -0.18 0.294
H 7.78970 -10.82417 -6.42768 -0.16 -0.34 0.11 0.253
H 7.90135 -9.35152 -5.55068 0.55 0.12 0.00 0.334
H 10.55060 -12.20575 -3.82649 0.07 -0.06 -0.07 0.332
H 9.33465 -12.97949 -4.83271 0.00 0.01 -0.29 0.259
H 8.84792 -12.19367 -3.38876 -0.22 0.61 -0.17 0.345
C 4.16551 -22.05871 -11.60830 0.38 0.76 0.93 -0.848
C 5.36899 -22.88228 -11.95365 0.25 -1.22 0.62 0.714
O 5.75844 -22.82933 -13.08864 0.67 -0.26 -0.48 -0.539
C 6.03572 -23.78861 -10.88326 -0.13 0.14 0.09 -1.039
H 3.24111 -22.60648 -11.79146 0.05 0.14 -0.27 0.257
H 4.30142 -21.14830 -12.19205 -0.64 -0.17 -0.32 0.291
H 4.15368 -21.71573 -10.57373 -0.01 -0.32 0.22 0.268
H 5.37263 -24.52818 -10.43440 -0.60 0.25 -0.13 0.318
H 6.36853 -23.18585 -10.03827 -0.02 0.22 0.00 0.253
H 6.88353 -24.39590 -11.20028 0.04 0.47 -0.63 0.324
C -0.35940 -12.02473 0.62064 0.67 0.09 -1.27 -0.812
C -1.33444 -11.94218 1.67145 1.04 0.07 -1.53 0.365
N -2.16117 -11.86777 2.43784 -1.61 0.06 1.74 -0.368
H -0.62188 -11.46756 -0.27867 -0.53 0.42 0.26 0.286
H -0.29499 -13.03317 0.21199 0.38 -0.19 0.53 0.240
H 0.60338 -11.60040 0.90541 0.04 -0.45 0.22 0.294
C 2.83436 -13.49262 -11.51929 0.69 0.79 -0.17 -0.558
C 3.83268 -12.48665 -11.09976 0.77 1.54 0.60 0.336
N 4.61546 -11.66853 -10.82520 -1.36 -1.58 -0.50 -0.441
H 1.80784 -13.13522 -11.43797 0.16 0.09 0.47 0.248
H 3.01833 -14.39754 -10.94018 -0.21 -0.11 -0.33 0.148
H 3.01282 -13.57604 -12.59134 0.01 -0.70 0.01 0.283

[2]
128
Properties=species:S:1:pos:R:3:forces:R:3:mulliken_charge:R:1 method="wB97M-V/def2-TZVPD" energy_ev=-114053.4578 homo_energy_ev=-4.52 total_charge=-1 e_lumo_ev=0.243
C -1.49727 -0.18527 2.79910 -0.70 0.79 -0.57 -1.508
C -2.39045 0.15416 1.81839 1.50 0.60 0.97 0.149
P -3.29170 -1.11692 0.68859 -2.12 1.06 3.66 1.164
C -4.92949 -0.09166 1.04375 0.67 0.11 -0.38 -0.996
N -5.07068 0.98780 0.01190 -1.70 -0.87 0.60 -0.057
C -6.40570 0.95926 -0.62126 0.30 0.91 -0.54 -0.932
O -4.26718 -2.39335 0.02767 1.53 0.24 -1.84 -0.758
C -3.95255 -2.81354 -1.28346 -1.55 -1.14 -0.87 0.516
C -5.03190 -2.29684 -2.33666 -0.25 -1.31 0.19 0.053
C -4.86017 -3.03950 -3.72817 0.29 -0.06 0.31 -0.304
C -5.14954 -4.58426 -3.66760 0.39 -0.52 0.52 -1.231
O -1.74162 -1.93423 0.55847 -0.57 1.33 -2.80 -0.502
C -0.93637 -1.12795 -0.33692 1.44 -1.96 0.82 -0.326
P -0.00927 -2.50322 -1.25879 0.00 0.90 -0.27 0.000
S 1.51036 -1.87145 -2.31439 0.45 0.09 -0.05 -0.384
C -1.71107 -0.04834 -1.22406 -2.40 -0.18 -0.36 1.001
C -1.79162 -0.31124 -2.77862 0.79 0.16 -0.55 0.212
C -3.01441 0.37268 -3.50742 0.05 0.36 -0.97 -0.043
C -2.57738 1.31249 -4.73857 -1.13 -0.15 0.39 -0.641
C -2.87831 2.83852 -4.43198 0.41 0.46 -0.80 -0.483
C -1.69082 3.83581 -4.77637 -0.70 0.75 0.68 -0.909
C -1.40061 1.48664 -1.04629 0.62 0.45 1.01 -0.280
C 0.06367 1.86847 -0.61558 1.02 0.75 0.00 -0.818
C 1.00867 2.27696 -1.83271 -1.18 0.05 1.28 0.343
O 0.59629 3.15848 -2.55692 0.88 -0.66 -0.15 -0.514
N 2.28400 1.63400 -1.95445 -2.01 -0.39 -0.72 -0.293
C 2.57260 1.12475 -3.27818 2.21 -1.07 -2.35 0.176
C 3.95586 0.64845 -3.50707 -1.62 -0.04 -1.89 -0.304
C 4.32436 0.09687 -4.80723 -1.49 0.27 -0.09 -0.298
C 3.37097 -0.03634 -5.91713 -1.07 1.18 2.21 -0.684
C 2.00431 0.44462 -5.69646 2.16 0.01 1.78 -0.545
C 1.64458 1.01631 -4.38836 0.87 -0.46 -0.74 0.574
O -3.09409 -0.20587 -0.77284 2.33 -1.50 0.20 0.093
H -0.93593 0.62593 3.33224 -0.67 -0.84 -0.14 0.215
H -1.31098 -1.23998 3.11925 0.00 0.92 -0.62 0.285
H -2.59913 1.26075 1.74691 0.35 -0.96 -0.16 0.334
H -3.40944 -1.88001 1.92637 -0.26 0.15 -0.22 -0.181
H -4.84297 0.36567 2.07501 -0.28 -0.69 -0.82 0.161
H -5.78801 -0.81425 0.96471 0.73 0.86 0.30 0.336
H -4.84831 1.90458 0.39534 -0.32 -0.33 -0.11 0.256
H -6.29679 1.44811 -1.63744 -0.43 -0.36 0.95 0.216
H -7.16147 1.53150 -0.01169 0.22 -0.61 -0.63 0.276
H -6.76916 -0.08874 -0.81269 0.54 1.02 0.40 0.287
H -4.07627 -3.94238 -1.29661 0.31 1.05 0.08 0.260
H -2.91141 -2.62209 -1.63769 -0.78 0.20 0.45 -0.732
H -6.02395 -2.65943 -1.92531 0.89 0.69 -0.28 0.483
H -5.04608 -1.18360 -2.41765 0.12 -0.93 0.06 -0.300
H -3.77102 -2.90998 -4.00919 -1.16 -0.04 -0.18 0.113
H -5.53842 -2.61455 -4.52230 0.86 -0.11 0.78 0.361
H -6.14279 -4.84392 -3.20076 0.83 0.49 -0.53 0.291
H -4.38115 -5.11374 -3.03020 -0.76 0.59 -0.66 0.271
H -5.09546 -5.08393 -4.67335 -0.12 0.65 0.80 0.367
H -0.12669 -0.78463 0.36367 -0.50 0.54 -1.08 0.520
H 0.40936 -3.41026 -0.23714 -0.66 0.27 -0.33 0.097
H -0.88834 -3.20106 -2.14929 0.10 0.06 0.94 0.027
H -0.85670 0.12123 -3.24651 -0.80 -0.63 0.55 -0.608
H -1.79961 -1.39879 -3.06841 0.05 0.94 0.54 0.250
H -3.68473 -0.41671 -3.93936 0.64 0.61 0.61 -0.090
H -3.65505 1.01628 -2.85517 0.63 -0.83 -0.14 -0.048
H -1.52388 1.11451 -5.06088 -0.76 0.33 0.42 0.112
H -3.22982 1.04216 -5.62195 0.79 0.16 0.83 0.407
H -3.17858 3.03382 -3.36863 0.28 -0.53 -0.89 0.220
H -3.76123 3.15077 -5.06126 0.76 -0.39 0.71 0.633
H -2.08808 4.68226 -5.40986 0.59 -0.95 0.38 0.303
H -1.37622 4.32999 -3.81286 0.08 -0.63 -1.09 0.160
H -0.80269 3.36050 -5.25893 -0.78 0.37 0.39 0.193
H -2.09012 1.86598 -0.24218 0.73 -0.56 -0.79 0.300
H -1.64398 2.11901 -1.94920 0.22 -1.04 0.68 -0.279
H 0.58533 1.13152 0.04382 -0.68 0.38 -0.52 0.311
H -0.01517 2.81984 -0.00886 0.14 -0.94 -0.64 0.352
H 2.31965 0.86821 -1.26974 0.13 0.24 -0.47 0.404
H 4.71561 0.72182 -2.69611 -0.78 -0.04 -0.75 0.407
H 5.36789 -0.24739 -5.00920 -0.97 0.34 0.47 0.275
H 3.66055 -0.47792 -6.90139 -0.18 0.47 1.10 0.334
H 1.26109 0.36367 -6.52264 0.56 0.17 0.97 0.343
H 0.59827 1.37318 -4.28531 0.99 -0.23 0.08 -0.404
O 9.23124 -1.88812 0.03245 -1.53 3.86 -0.31 -0.753
P 8.92519 -1.73224 -1.44132 2.42 -8.22 -2.01 1.121
O 7.98240 -3.06089 -1.65178 -0.15 0.93 0.06 -0.310
C 6.63499 -3.02378 -1.17995 -0.38 0.01 -0.06 -0.555
C 5.75154 -2.19822 -2.09402 -0.11 0.08 0.06 -0.356
O 10.35150 -2.37206 -1.99774 0.09 1.12 -0.12 -0.374
C 11.53517 -2.27832 -1.20771 0.08 -0.26 0.20 -0.376
C 11.76779 -3.55628 -0.42242 0.01 -0.23 -0.07 -1.237
O 8.59009 -1.28331 -3.03472 -0.61 2.36 2.56 -0.248
C 9.12982 -0.03513 -3.50639 0.21 0.21 -0.54 -0.349
C 10.59557 -0.14124 -3.89282 0.26 0.10 0.26 -0.991
H 6.60799 -2.63857 -0.15545 0.03 -0.06 0.00 0.297
H 6.27723 -4.05472 -1.15533 0.19 0.01 -0.02 0.347
H 6.02929 -1.14158 -2.05216 -0.06 -0.01 0.01 -0.050
H 4.70145 -2.28558 -1.80253 0.05 0.03 -0.03 0.279
H 5.85666 -2.51954 -3.13138 -0.03 -0.04 0.07 0.268
H 11.49497 -1.40776 -0.55045 -0.07 -0.12 0.07 0.398
H 12.37412 -2.11937 -1.89155 -0.13 0.00 -0.13 0.418
H 10.87028 -3.88183 0.10341 -0.01 0.24 0.05 0.293
H 12.57159 -3.42115 0.30352 0.01 -0.01 -0.01 0.362
H 12.04504 -4.36894 -1.09867 0.04 0.07 0.01 0.306
H 8.97765 0.74365 -2.75510 -0.03 0.07 -0.12 0.346
H 8.54891 0.23724 -4.38969 -0.14 -0.10 0.15 0.302
H 11.23331 -0.12132 -3.00760 0.04 -0.07 -0.08 0.174
H 10.88939 0.70459 -4.51938 -0.14 -0.02 0.00 0.428
H 10.79893 -1.06883 -4.42787 -0.11 0.05 -0.01 0.276
O -4.39158 3.29181 6.67495 3.93 0.05 -1.34 -0.739
P -3.70598 2.22688 7.50237 -7.39 -2.31 4.14 1.193
O -4.72231 0.97240 7.20523 0.91 0.26 -0.22 -0.378
C -4.63519 0.30618 5.94303 0.07 -0.31 -0.29 -0.421
C -3.42495 -0.60366 5.87954 0.13 -0.08 -0.04 -0.903
O -4.33708 2.69276 8.96589 1.06 0.38 0.03 -0.378
C -4.69881 4.05374 9.18847 -0.31 0.08 -0.06 -0.363
C -6.18557 4.26475 8.96708 -0.19 -0.11 0.09 -1.241
O -2.70249 1.16931 8.35653 1.45 1.92 -2.54 -0.265
C -1.47056 1.69426 8.88113 0.32 -0.11 0.47 -0.395
C -1.66959 2.47436 10.17015 -0.02 0.38 -0.02 -0.919
H -4.61510 1.04125 5.13266 -0.04 -0.03 0.02 0.349
H -5.54586 -0.28495 5.83121 -0.02 0.14 0.14 0.336
H -2.49980 -0.02122 5.88455 0.00 -0.06 -0.11 0.199
H -3.44177 -1.20624 4.96836 0.01 0.13 0.00 0.314
H -3.39339 -1.27023 6.74396 -0.10 0.04 -0.02 0.316
H -4.10353 4.72080 8.56220 -0.13 -0.05 -0.08 0.396
H -4.45300 4.29278 10.22752 0.06 -0.17 0.01 0.412
H -6.52407 3.83099 8.02622 0.21 0.10 -0.08 0.298
H -6.42833 5.32895 8.97162 -0.01 0.00 0.02 0.361
H -6.75776 3.77572 9.75969 0.05 0.06 0.01 0.306
H -0.97506 2.30731 8.12427 0.11 -0.06 0.06 0.323
H -0.83025 0.83331 9.08287 -0.12 -0.05 -0.18 0.332
H -2.04793 3.47669 9.96331 -0.05 -0.05 0.09 0.176
H -0.71980 2.59221 10.69809 0.00 -0.11 -0.09 0.412
H -2.38388 1.97892 10.82774 0.06 -0.06 -0.08 0.268

The records above yield F_max values of 0.0805, 0.1712 hartree/bohr, respectively.